(1)
DFT (ωB97M-V/def2-TZVPD) results for 15 unconnected molecules or ions with the total composition C7H38O14 at a distorted geometry.

```
59
Properties=species:S:1:pos:R:3
C -1.20 0.08 -0.59
C -0.36 0.03 -1.82
C -0.86 0.25 -3.04
C 1.72 -1.20 -2.27
C 1.08 -0.24 -1.60
C 1.75 0.55 -0.55
C 2.57 1.57 -0.79
H -1.42 -0.91 -0.18
H -2.18 0.52 -0.79
H -0.74 0.68 0.19
H -0.28 0.21 -3.94
H -1.90 0.51 -3.17
H 2.78 -1.43 -2.16
H 1.27 -1.86 -3.01
H 1.52 0.24 0.47
H 3.02 2.12 0.03
H 2.79 1.92 -1.79
H -2.85 3.95 -1.95
H -1.52 3.29 -2.20
O -2.39 3.13 -1.75
H -3.83 -1.13 1.37
H -3.33 0.26 1.77
O -3.49 -0.62 2.14
H 0.92 2.40 -5.62
H 1.60 1.56 -4.49
O 1.38 2.46 -4.76
H -3.53 -2.55 -0.41
H -4.36 -1.32 -0.91
O -4.25 -1.91 -0.16
H -0.60 -0.30 2.67
H -1.88 -1.18 2.69
O -0.88 -1.27 2.69
H 0.81 -1.41 3.84
H 2.11 -1.94 3.14
O 1.77 -1.39 3.88
H 0.75 3.90 -2.09
H 0.45 3.36 -3.52
O 0.06 3.89 -2.78
H -1.38 -3.38 -0.21
H -1.59 -3.08 -1.69
O -2.06 -3.45 -0.93
H 0.82 1.42 2.52
H -0.64 1.92 1.97
O -0.16 1.37 2.63
H 3.20 0.69 2.10
H 2.30 0.23 3.31
O 2.52 1.00 2.73
H -2.04 2.73 0.01
H -2.43 3.28 1.46
O -2.08 2.51 0.98
H 4.04 -0.30 0.14
H 3.52 -1.29 1.24
O 4.10 -0.51 1.07
H 2.88 -3.59 1.66
H 1.50 -2.90 1.25
O 2.44 -2.73 1.51
H -0.48 -3.97 1.67
H -0.45 -2.40 1.70
O -0.21 -3.22 1.12
```

Results
LUMO level in Ha: 0.0011
Charge: 0
Spin multiplicity: 1
Gap between HOMO and LUMO in eV: 9.57
Molecular weight in g/mol: 346.37
Relative energy (zero: lowest compared OMol25 entry of this formula, charge and spin) in kcal/mol: 9.53

---

(2)
DFT (ωB97M-V/def2-TZVPD) results for a single C7H3N molecule at a distorted geometry.

```
11
Properties=species:S:1:pos:R:3
C -0.45 0.91 1.33
C -0.73 -0.49 1.22
C -1.29 -0.95 -0.08
C 0.02 -1.34 0.17
C -0.56 1.33 -0.06
C -1.12 0.33 -0.92
C 1.01 -0.54 -0.71
N 0.20 0.58 -1.14
H -0.49 1.53 2.15
H 2.03 -0.38 -0.31
H 1.40 -0.97 -1.65
```

Results
LUMO level (spin up / spin down) in Ha: -0.0475 / -0.0473
Charge: 0
Spin multiplicity: 1
Gap between HOMO and LUMO (spin up / spin down) in eV: 7.20 / 7.21
SMILES string: c1c2c3c-2c2c1N2C3
Molecular weight in g/mol: 101.11
Relative energy (zero: lowest compared OMol25 entry of this formula, charge and spin) in kcal/mol: 164.50

---

(3)
DFT (ωB97M-V/def2-TZVPD) results for a molecular structure, C7H3N2O3S at a distorted geometry.

```
16
Properties=species:S:1:pos:R:3
C -1.61 -0.77 0.00
C -2.05 0.49 0.18
C -0.17 -1.14 -0.03
C 0.85 -0.34 0.01
C -1.09 1.56 0.20
C 0.27 1.39 0.11
C -0.17 3.26 -0.27
N -1.38 2.88 -0.05
N 0.91 2.59 -0.10
O 3.13 -0.78 1.22
O 2.60 -2.09 -0.80
O 0.11 -2.52 -0.06
S 2.63 -0.71 -0.20
H -2.12 -1.70 -0.10
H -3.07 0.63 0.15
H 1.14 -2.74 -0.26
```

Results
LUMO level (spin up / spin down) in Ha: 0.0616 / 0.0114
Charge: -1
Spin multiplicity: 1
Gap between HOMO and LUMO (spin up / spin down) in eV: 5.96 / 4.58
Molecular weight in g/mol: 195.18

---

(4)
DFT (ωB97M-V/def2-TZVPD) results for a molecular structure, C7H4CaNO5 at a distorted geometry.

```
18
Properties=species:S:1:pos:R:3
O -0.37 3.04 -2.90
C 0.12 1.95 -3.09
Ca 0.45 -1.24 0.76
O -0.41 2.46 0.87
C -0.17 1.35 0.99
C -0.90 -1.27 -1.66
O -1.06 -1.90 -2.72
C 1.87 0.36 -0.74
O 2.44 1.22 -1.25
C -1.10 0.01 -0.91
O -1.79 0.90 -1.37
H 0.92 -2.84 -0.18
C -0.04 -3.59 4.97
C 0.11 -2.93 3.70
N 0.21 -2.43 2.67
H 0.76 -4.24 5.14
H -0.92 -4.14 5.01
H -0.05 -2.88 5.74
```

Results
LUMO level (spin up / spin down) in Ha: -0.2167 / -0.2186
Charge: +1
Spin multiplicity: 1
Gap between HOMO and LUMO (spin up / spin down) in eV: 6.47 / 6.44
Molecular weight in g/mol: 222.19
Relative energy (zero: lowest compared OMol25 entry of this formula, charge and spin) in kcal/mol: 115.04

---

(5)
DFT (ωB97M-V/def2-TZVPD) results for a molecular structure, C7H4CaNO5 at a distorted geometry.

```
18
Properties=species:S:1:pos:R:3
O -0.25 2.23 -3.40
C 0.11 1.64 -2.50
Ca 1.46 -0.81 1.66
O -1.98 0.07 -0.44
C -0.98 -0.63 -0.29
C -1.02 -1.69 0.82
O -1.82 -2.46 1.21
C 1.49 -0.55 -0.72
O 2.25 -1.49 -0.32
C 0.15 -0.82 -1.30
O -0.06 -1.17 -2.46
H 1.70 0.54 -0.40
C 0.90 3.00 4.65
C 1.13 1.98 3.65
N 1.30 1.15 2.86
H -0.18 3.17 4.74
H 1.39 3.93 4.33
H 1.32 2.68 5.61
```

Results
LUMO level (spin up / spin down) in Ha: -0.1948 / -0.1785
Charge: +1
Spin multiplicity: 1
Gap between HOMO and LUMO (spin up / spin down) in eV: 5.71 / 7.40
Molecular weight in g/mol: 222.19
Relative energy (zero: lowest compared OMol25 entry of this formula, charge and spin) in kcal/mol: 49.63

---

(6)
DFT (ωB97M-V/def2-TZVPD) results for a molecular structure, C7H4Cl2CuF15MgO15S5 at a distorted geometry.

```
50
Properties=species:S:1:pos:R:3
Cu -6.71 -26.54 -16.67
Mg -5.32 -22.05 -15.81
C -5.36 -18.91 -18.95
F -4.06 -19.21 -19.00
F -5.45 -17.65 -19.33
F -6.05 -19.73 -19.77
S -6.08 -19.06 -17.20
O -5.94 -20.46 -16.72
O -5.27 -18.09 -16.41
O -7.50 -18.64 -17.22
C -4.90 -23.63 -20.22
F -6.10 -23.47 -20.74
F -4.35 -24.61 -20.98
F -4.11 -22.51 -20.39
S -5.01 -24.12 -18.31
O -5.23 -22.90 -17.54
O -6.02 -25.21 -18.10
O -3.68 -24.66 -18.11
C -0.88 -20.71 -16.38
F -1.10 -20.43 -17.69
F -0.42 -21.98 -16.28
F -0.01 -19.78 -15.92
S -2.42 -20.49 -15.25
O -3.43 -21.46 -15.72
O -1.96 -20.79 -13.93
O -2.93 -19.15 -15.32
C -9.90 -23.04 -15.92
F -10.70 -24.10 -16.08
F -9.65 -22.42 -17.06
F -10.45 -22.17 -15.04
S -8.17 -23.71 -15.25
O -7.93 -24.97 -15.92
O -7.12 -22.76 -15.57
O -8.33 -24.00 -13.85
C -2.46 -25.47 -14.73
F -1.69 -24.85 -13.80
F -1.98 -25.10 -15.96
F -2.31 -26.76 -14.68
S -4.40 -25.05 -14.58
O -5.09 -25.76 -15.63
O -4.82 -25.45 -13.22
O -4.63 -23.65 -14.87
Cl -5.34 -28.66 -17.24
C -4.52 -29.35 -18.68
C -3.98 -28.19 -19.58
Cl -5.38 -27.42 -20.32
H -5.30 -29.92 -19.18
H -3.77 -29.98 -18.22
H -3.38 -28.61 -20.39
H -3.52 -27.37 -19.03
```

Results
LUMO level (spin up / spin down) in Ha: 0.1374 / 0.0812
Charge: -2
Spin multiplicity: 3
Gap between HOMO and LUMO (spin up / spin down) in eV: 5.29 / 6.46
⟨S²⟩: 2.003
Molecular weight in g/mol: 932.16

---

(7)
DFT (ωB97M-V/def2-TZVPD) results for a single C7H4F2 molecule at a distorted geometry.

```
13
Properties=species:S:1:pos:R:3
C 2.56 -1.95 0.00
C 2.96 -0.68 -0.17
C 1.37 -2.49 0.13
C 2.50 0.46 -0.26
C 0.20 -0.29 0.18
C 0.25 -1.57 0.18
C -0.43 0.99 0.22
F 2.61 1.73 -0.50
F -0.90 -2.30 0.19
H 1.26 -3.61 0.27
H -0.83 1.05 1.29
H -1.37 0.92 -0.50
H 0.40 1.71 -0.05
```

Results
LUMO level (spin up / spin down) in Ha: -0.0178 / -0.0300
Charge: 0
Spin multiplicity: 1
Gap between HOMO and LUMO (spin up / spin down) in eV: 8.31 / 7.68
Molecular weight in g/mol: 126.10
Relative energy (zero: lowest compared OMol25 entry of this formula, charge and spin) in kcal/mol: 78.70

---

(8)
DFT (ωB97M-V/def2-TZVPD) results for a single C7H4F4N2 molecule at a distorted geometry.

```
17
Properties=species:S:1:pos:R:3
C -0.90 -0.17 0.02
C 2.27 -1.78 -0.15
C 2.85 -0.55 -0.04
C 0.36 -0.70 -0.07
C 1.27 0.41 0.00
C -0.83 1.28 0.16
C 4.16 0.13 0.06
N 0.98 -1.93 -0.16
N 0.63 1.55 -0.02
F 4.01 1.43 0.28
F 4.96 -0.36 1.00
F 4.94 -0.12 -1.06
F 1.16 2.76 -0.16
H -1.82 -0.80 0.28
H 2.98 -2.72 -0.22
H -1.37 1.94 -0.51
H -1.17 1.52 1.18
```

Results
LUMO level in Ha: -0.0292
Charge: 0
Spin multiplicity: 1
Gap between HOMO and LUMO in eV: 7.24
SMILES string: FN1CC=C2N=CC(C(F)(F)F)=C21
Molecular weight in g/mol: 192.12
Relative energy (zero: lowest compared OMol25 entry of this formula, charge and spin) in kcal/mol: 0.00